Formula: CH2BrFO
Source: OMol25
Level of theory: ωB97M-V/def2-TZVPD

XYZ file:
```
6
CH2BrFO (ωB97M-V/def2-TZVPD)
H -0.603 -0.025 -0.480
O 2.198 0.937 -0.292
F 0.751 -1.466 -0.223
Br 3.503 -0.054 0.020
H 0.706 0.246 0.902
C 0.207 -0.392 0.209
```

The lowest unoccupied orbital energy (alpha / beta) is -0.004 / -0.069 hartree. As for the energy above the lowest of the compared OMol25 structures with the same formula, charge and spin: 123.9 kcal/mol. As for the HOMO energy (alpha / beta): -9.5 / -8.5 eV. Its charge is 0. The value obtained for the frontier orbital gap (alpha / beta) is 9.414 / 6.633 eV.

---

Formula: CH2BrI3Si
Source: OMol25
Level of theory: ωB97M-V/def2-TZVPD

XYZ file:
```
8
CH2BrI3Si (ωB97M-V/def2-TZVPD)
H -1.262 -1.469 -0.914
I -0.214 -1.153 2.969
C -0.922 -0.477 -0.435
H 0.100 -0.695 -0.098
I -3.240 1.249 2.048
I -3.221 -2.674 0.890
Si -1.869 -0.637 1.265
Br -1.063 1.143 -1.437
```

The lowest unoccupied orbital energy is -0.019 hartree. As for the energy above the lowest of the compared OMol25 structures with the same formula, charge and spin: 0.0 kcal/mol. As for the HOMO energy: -9.8 eV. Its charge is 0. The value obtained for the frontier orbital gap is 9.235 eV.

---

Formula: CH2BrPSi
Source: OMol25
Level of theory: ωB97M-V/def2-TZVPD

XYZ file:
```
6
CH2BrPSi (ωB97M-V/def2-TZVPD)
C -0.729 -0.595 0.431
P -1.466 -0.127 -1.060
H 1.567 -0.010 -1.353
Br -0.864 -1.722 1.881
H 1.010 1.829 0.385
Si 0.482 0.625 -0.285
```

The lowest unoccupied orbital energy is -0.016 hartree. As for the energy above the lowest of the compared OMol25 structures with the same formula, charge and spin: 0.3 kcal/mol. As for the HOMO energy: -8.8 eV. Its charge is 0. The value obtained for the frontier orbital gap is 8.369 eV.

---

Formula: CH2Cl2
Source: OMol25
Level of theory: ωB97M-V/def2-TZVPD

XYZ file:
```
5
CH2Cl2 (ωB97M-V/def2-TZVPD)
Cl 0.612 1.255 -0.948
H 0.667 -0.091 0.961
Cl -1.617 -0.025 0.464
H 0.252 -1.021 -0.524
C 0.087 -0.117 0.047
```

The lowest unoccupied orbital energy is 0.037 hartree. As for the energy above the lowest of the compared OMol25 structures with the same formula, charge and spin: 0.0 kcal/mol. As for the HOMO energy: -11.1 eV. Its charge is 0. The value obtained for the frontier orbital gap is 12.089 eV.

---

Formula: CH2Cl2O2
Source: OMol25
Level of theory: ωB97M-V/def2-TZVPD

XYZ file:
```
7
CH2Cl2O2 (ωB97M-V/def2-TZVPD)
Cl 0.523 1.667 0.003
H 0.818 -0.310 1.507
C 1.122 0.263 0.605
H -1.976 -0.141 -1.426
O -1.502 0.215 -0.666
Cl 2.221 -0.814 -0.143
O -1.206 -0.881 0.121
```

The lowest unoccupied orbital energy (alpha / beta) is -0.066 / -0.066 hartree. As for the energy above the lowest of the compared OMol25 structures with the same formula, charge and spin: 167.9 kcal/mol. As for the HOMO energy (alpha / beta): -7.9 / -7.9 eV. Its charge is 0. The value obtained for the frontier orbital gap (alpha / beta) is 6.095 / 6.096 eV.

---

Formula: CH2Cl2O3
Source: OMol25
Level of theory: ωB97M-V/def2-TZVPD

XYZ file:
```
8
CH2Cl2O3 (ωB97M-V/def2-TZVPD)
O 0.031 -0.459 -0.632
Cl 2.152 1.668 -0.003
H -0.104 0.147 -1.365
O 0.480 1.697 0.176
C -0.017 0.369 0.407
Cl -2.392 1.251 -0.379
O -1.413 0.611 0.885
H 0.620 -0.032 1.243
```

The lowest unoccupied orbital energy is -0.010 hartree. As for the energy above the lowest of the compared OMol25 structures with the same formula, charge and spin: 59.7 kcal/mol. As for the HOMO energy: -10.7 eV. Its charge is 0. The value obtained for the frontier orbital gap is 10.426 eV.

---

Copy entry 4 word for word.
Formula: CH2Cl2
Source: OMol25
Level of theory: ωB97M-V/def2-TZVPD

XYZ file:
```
5
CH2Cl2 (ωB97M-V/def2-TZVPD)
Cl 0.612 1.255 -0.948
H 0.667 -0.091 0.961
Cl -1.617 -0.025 0.464
H 0.252 -1.021 -0.524
C 0.087 -0.117 0.047
```

The lowest unoccupied orbital energy is 0.037 hartree. As for the energy above the lowest of the compared OMol25 structures with the same formula, charge and spin: 0.0 kcal/mol. As for the HOMO energy: -11.1 eV. Its charge is 0. The value obtained for the frontier orbital gap is 12.089 eV.